No. 1
The following is a DFT calculation (wB97M-V/def2-TZVPD) of C30H31F5N7O5Sc as an isolated structure.

Summary:
Frontier orbital gap in eV: 6.49
2S+1: 1
HOMO in eV: -2.21
Total charge: -2

Cartesian coordinates (Å):
Sc: -0.12739 -0.08266 -0.76971
C: -1.78900 -0.31442 3.12400
C: -2.12328 -0.61623 1.68323
O: -1.08949 -0.85944 0.89628
C: -3.35921 0.01503 1.09423
C: -3.15571 0.34908 -0.33900
C: -3.55336 -0.62535 -1.40190
N: -2.48736 1.39273 -0.65537
N: -2.25677 2.28567 0.39553
C: -1.00183 2.46642 0.66758
O: 0.00627 1.84150 0.18034
C: -0.70995 3.50183 1.71832
C: -1.70019 4.34268 2.22172
C: -1.39742 5.27822 3.19851
C: -0.10038 5.38564 3.68872
C: 0.88903 4.54928 3.19216
C: 0.58516 3.61350 2.21207
H: -1.26149 -1.16107 3.56922
H: -1.12341 0.54962 3.13890
H: -2.67617 -0.09405 3.72023
H: -3.91269 0.72176 1.70670
H: -3.18007 -1.61970 -1.15533
H: -4.64486 -0.69321 -1.45307
H: -3.15829 -0.30927 -2.36338
H: -2.70371 4.24070 1.83103
H: -2.17578 5.92837 3.58181
H: 0.13517 6.11680 4.45352
H: 1.90235 4.62455 3.56920
H: 1.33800 2.94858 1.81013
N: 1.70596 -0.87640 -0.23977
C: 2.13622 -1.80248 -1.27734
C: 3.25902 -2.76888 -0.86213
C: 4.60707 -2.56517 -1.55991
C: 5.49633 -1.42266 -1.05876
N: 5.05117 -0.06138 -1.34333
C: 4.46472 0.64680 -0.22188
N: 5.54968 1.16355 0.61093
N: 3.63990 1.72568 -0.75633
C: 0.92890 -2.53903 -1.93600
O: 1.06626 -3.62735 -2.48600
O: -0.17413 -1.85932 -1.88750
H: 3.86482 -0.02476 0.40337
H: 1.55701 -1.40744 0.61711
H: 2.51388 -1.19423 -2.11598
H: 2.91719 -3.78429 -1.07034
H: 3.40625 -2.67645 0.21992
H: 4.43718 -2.44491 -2.63714
H: 5.19848 -3.48346 -1.45302
H: 6.49367 -1.56534 -1.49476
H: 5.62710 -1.51061 0.02406
H: 4.42397 -0.03772 -2.13606
H: 6.01013 1.89455 0.07478
H: 5.15025 1.59976 1.43588
H: 2.89447 1.32091 -1.32189
H: 3.13584 2.14303 0.02045
N: -3.38793 -1.39948 1.43155
C: -4.20552 -1.87206 2.44297
C: -5.49214 -1.36828 2.66284
C: -6.30650 -1.91222 3.64546
C: -5.86074 -2.95951 4.43922
C: -4.58083 -3.46454 4.22546
C: -3.76525 -2.93743 3.24182
H: -5.84720 -0.54949 2.04930
H: -7.30145 -1.50725 3.79353
H: -6.49716 -3.37803 5.20894
H: -4.21630 -4.28488 4.83327
H: -2.77560 -3.33811 3.06141
F: 1.20304 -0.78183 -7.77060
C: 1.01088 -0.38576 -6.49309
C: 2.07065 0.03783 -5.71567
F: 3.31120 0.05673 -6.23896
C: 1.86417 0.44321 -4.41209
F: 2.93426 0.85617 -3.70495
C: 0.59813 0.45256 -3.79420
O: 0.42249 0.84177 -2.57863
C: -0.45084 0.01736 -4.63084
F: -1.70328 0.00149 -4.14892
C: -0.25410 -0.39059 -5.93343
F: -1.29940 -0.79658 -6.67843

Mulliken atomic charge list, values in e, 4 entries: 0.08, -1.57, 1.52, -0.86

No. 2
The following is a DFT calculation (wB97M-V/def2-TZVPD) of C30H31FN4O3Pd as an isolated structure in a non-equilibrium geometry.

Summary:
Frontier orbital gap in eV: 6.60
2S+1: 1
HOMO in eV: -6.65

Cartesian coordinates (Å):
Pd: 0.03874 0.05066 0.01539
C: -0.84557 2.62036 -1.40081
N: -0.36475 1.27437 -1.71779
C: 0.91485 1.34284 -2.42381
C: -1.36562 0.49319 -2.42405
C: -1.94409 1.05573 -3.55013
C: -2.96521 0.42340 -4.23347
C: -3.40093 -0.80284 -3.76540
C: -2.81310 -1.39451 -2.66950
C: -1.76289 -0.79277 -1.94572
N: -1.09343 -1.32813 -0.88230
C: -1.33020 -2.38249 -0.04495
C: -2.25641 -3.42836 -0.24113
C: -2.38605 -4.48576 0.63241
C: -1.59039 -4.58433 1.75936
C: -0.67961 -3.57416 2.00230
C: -0.55221 -2.49137 1.14776
N: 0.38259 -1.44629 1.52305
C: 1.78037 -1.84669 1.37104
C: 0.13530 -0.94006 2.87358
H: -0.90962 3.25485 -2.29446
H: -0.16053 3.09777 -0.69553
H: -1.83529 2.54645 -0.94822
H: 0.83949 1.98652 -3.31257
H: 1.21572 0.34069 -2.74169
H: 1.67502 1.75996 -1.75518
H: -1.59098 2.01271 -3.90774
H: -3.40858 0.87996 -5.10419
H: -4.21685 -1.30936 -4.26192
H: -3.18813 -2.35764 -2.38286
H: -2.89802 -3.43555 -1.10095
H: -3.12573 -5.24756 0.42917
H: -1.67546 -5.42115 2.43444
H: -0.05293 -3.63313 2.88119
H: 2.06591 -2.57679 2.14258
H: 2.41965 -0.96362 1.46893
H: 1.92846 -2.30062 0.38766
H: 0.46376 -1.64784 3.64612
H: -0.93363 -0.76042 2.99518
H: 0.67805 -0.00073 3.01215
C: -0.44877 6.53480 3.62267
C: -1.38480 5.50925 4.25917
C: -2.79232 6.09473 4.36965
C: -3.72711 5.08478 5.01797
C: -3.70907 3.82040 4.21698
C: -4.82631 2.98897 4.19581
C: -4.79908 1.83420 3.43790
F: -5.88248 1.02455 3.43412
C: -3.70241 1.48778 2.68563
C: -2.56918 2.31649 2.70098
C: -1.43255 1.92957 1.89459
O: -1.60187 0.94090 1.11197
C: -0.25173 2.71468 2.06759
C: -0.32193 3.83159 2.85190
N: -1.43150 4.27409 3.48601
C: -2.56849 3.48878 3.47987
C: 1.14922 2.46480 1.47966
O: 1.98013 3.34980 1.65857
O: 1.40403 1.37823 0.88113
H: -0.55475 7.48663 4.13614
H: -0.70747 6.67393 2.57545
H: 0.59477 6.24204 3.68510
H: -1.02527 5.26870 5.27005
H: -3.15630 6.33801 3.36967
H: -2.75357 7.01364 4.95442
H: -4.74872 5.46521 5.06685
H: -3.39558 4.87470 6.03974
H: -5.70155 3.24189 4.77288
H: -3.68840 0.59480 2.08353
H: 0.58524 4.40340 2.95439

Mulliken atomic charge list, values in e, 4 entries: 0.13, -1.34, 1.04, -0.98

No. 3
The following is a DFT calculation (wB97M-V/def2-TZVPD) of C30H31FN4O3Re as an isolated structure in a non-equilibrium geometry.

Summary:
Frontier orbital gap (spin up / spin down) in eV: 6.08 / 7.29
2S+1: 2
HOMO (spin up / spin down) in eV: -13.97 / -13.84
Total charge: +2

Cartesian coordinates (Å):
Re: -0.39282 0.40492 0.28020
C: -0.73783 -1.35987 -2.09757
N: -1.62683 -0.84273 -1.02201
C: -2.74950 -0.08422 -1.62151
C: -2.08260 -1.95364 -0.17820
C: -3.14277 -2.75859 -0.53111
C: -3.56297 -3.77073 0.32520
C: -2.93667 -3.94022 1.55047
C: -1.85622 -3.15356 1.90303
C: -1.37428 -2.17721 1.02343
N: -0.30430 -1.30366 1.25961
C: 0.63864 -1.42618 2.28310
C: 0.96452 -2.59473 2.98169
C: 1.80333 -2.53409 4.07841
C: 2.33094 -1.32017 4.49492
C: 2.11294 -0.17107 3.74143
C: 1.32361 -0.23384 2.61384
N: 1.23782 0.85872 1.64083
C: 1.16967 2.20873 2.24489
C: 2.44051 0.76984 0.76122
H: -1.29629 -2.00058 -2.78357
H: -0.32431 -0.52575 -2.66605
H: 0.06559 -1.95403 -1.66005
H: -3.30508 -0.68400 -2.34257
H: -3.42542 0.24626 -0.83488
H: -2.34721 0.78275 -2.14388
H: -3.66857 -2.60400 -1.46367
H: -4.38924 -4.40721 0.04066
H: -3.29729 -4.68208 2.24975
H: -1.42275 -3.26109 2.88409
H: 0.59117 -3.55040 2.64482
H: 2.04636 -3.44464 4.60869
H: 2.95465 -1.26839 5.37661
H: 2.59084 0.75380 4.03311
H: 2.06452 2.43658 2.82377
H: 1.09093 2.94380 1.44569
H: 0.29307 2.27463 2.88698
H: 3.34947 0.99910 1.32155
H: 2.53842 -0.24133 0.36049
H: 2.34887 1.49101 -0.05346
C: -3.32018 7.23554 1.28768
C: -4.33904 6.14999 1.62520
C: -4.93781 6.36935 3.00655
C: -5.95858 5.28677 3.32370
C: -5.30869 3.93699 3.22293
C: -5.75813 2.87590 3.97251
C: -5.14124 1.62964 3.87542
F: -5.60182 0.62190 4.61517
C: -4.07741 1.41783 3.04399
C: -3.60437 2.48272 2.26567
C: -2.49469 2.26015 1.36340
O: -1.95253 1.08279 1.39956
C: -2.12924 3.32838 0.53365
C: -2.77237 4.54617 0.68231
N: -3.73682 4.78503 1.55262
C: -4.21470 3.75158 2.34883
C: -1.07634 3.28682 -0.55497
O: -0.89163 4.26810 -1.22900
O: -0.41468 2.16278 -0.69018
H: -3.70661 8.19114 1.63621
H: -3.14486 7.33475 0.21738
H: -2.36869 7.05634 1.79103
H: -5.14584 6.17446 0.88723
H: -5.41072 7.34907 3.02484
H: -4.13911 6.36795 3.75388
H: -6.78604 5.34524 2.61024
H: -6.37681 5.42779 4.31913
H: -6.59452 2.99778 4.64908
H: -3.61061 0.44650 2.98228
H: -2.45511 5.35042 0.03380

Mulliken atomic charge list, values in e, 4 entries: 1.47, -1.01, 0.28, -1.08

Q: 2S+1 of number 2 (C30H31FN4O3Pd)?
A: 1